No. 1
10 unconnected molecules or ions with the total composition H22NO9 in a non-equilibrium geometry, computed with ωB97M-V/def2-TZVPD.

Each line ends with the natural charge from an NBO analysis.
Positions of all 32 atoms, in Å:
O -17.69 13.72 6.53  -0.945
O -19.31 17.39 8.20  -0.952
O -18.78 18.77 10.84  -0.927
O -15.12 16.41 11.46  -0.932
O -13.41 15.02 8.81  -1.001
O -18.11 13.83 9.90  -0.926
O -16.51 17.72 6.22  -0.940
O -16.83 19.65 8.98  -0.954
O -13.90 15.82 5.91  -0.992
N -16.58 16.11 8.67  -0.919
H -16.74 20.68 9.28  0.511
H -18.48 13.14 6.50  0.483
H -19.01 18.09 10.32  0.453
H -12.80 15.19 9.39  0.475
H -17.41 15.70 8.10  0.499
H -17.72 14.14 5.72  0.468
H -17.21 19.64 8.15  0.453
H -16.17 15.53 9.41  0.472
H -15.51 16.82 12.30  0.478
H -13.24 16.31 5.43  0.500
H -13.98 14.87 5.66  0.509
H -16.97 18.57 6.42  0.459
H -16.86 16.85 9.37  0.450
H -18.93 18.25 8.32  0.459
H -19.07 14.13 9.70  0.468
H -18.45 19.43 10.24  0.467
H -13.45 15.35 7.84  0.513
H -15.64 17.98 5.93  0.485
H -20.14 17.60 7.75  0.495
H -14.49 17.02 11.44  0.458
H -15.73 16.40 8.06  0.472
H -18.13 14.05 10.77  0.461

Output
Total charge: +1
HOMO level (Ha): -0.5202
Gap between HOMO and LUMO (eV): 10.97
LUMO energy (eV): -3.2
Relative energy (zero: lowest compared OMol25 entry of this formula, charge and spin) (eV): 4.3247
Electronic energy (eV): -20266.957

No. 2
A molecular structure, C9H33MgN2O11Pt in a non-equilibrium geometry, computed with ωB97M-V/def2-TZVPD.

Each line ends with the Löwdin spin population.
Positions of all 57 atoms, in Å:
Pt -2.40 -0.07 -4.32  0.960
Mg -4.68 -2.89 -0.68  0.000
O -2.50 0.39 -1.90  0.028
O -1.91 -0.13 0.10  0.007
O -5.96 -2.09 -1.89  0.000
O -3.50 -1.23 -0.87  0.002
O -3.31 1.04 2.50  0.003
O 3.83 2.68 -0.79  0.098
O -5.43 -2.17 1.06  0.000
O -1.40 3.12 -1.96  0.003
O -0.87 -2.41 1.67  0.007
O -3.26 -3.79 0.39  0.000
O -3.63 -3.50 -2.31  0.001
N 3.00 1.84 -0.05  0.653
N -2.66 -0.31 -0.90  0.002
C 1.33 0.08 0.13  0.193
C 2.31 1.16 2.16  0.180
C 2.46 0.73 -0.80  0.098
C 3.68 -0.09 -1.45  0.069
C 3.76 3.24 1.94  0.023
C 4.70 0.96 1.58  0.061
C 3.46 1.84 1.36  0.096
C 1.70 1.37 -1.98  0.054
C 1.70 -0.16 1.58  0.245
H -3.17 0.77 1.60  0.000
H 5.31 0.94 0.68  0.004
H 4.59 3.81 1.52  0.000
H -6.02 -1.42 0.94  0.000
H 1.00 2.17 -1.73  0.000
H -1.39 2.16 -1.93  0.000
H -6.85 -2.26 -2.22  0.000
H -0.49 3.38 -1.80  0.000
H -3.96 0.41 2.84  0.000
H 3.06 -0.79 -2.00  0.007
H 4.54 -0.07 1.88  0.003
H 2.82 3.78 1.98  0.003
H 2.38 1.81 -2.70  0.008
H 0.74 -0.47 1.98  0.030
H 4.16 3.08 2.95  0.000
H -2.52 -3.50 0.93  0.000
H -5.59 -1.47 -2.52  0.000
H 5.36 1.42 2.31  0.006
H -5.32 -2.24 2.01  0.000
H 4.39 -0.62 -0.81  0.002
H 2.60 0.84 3.16  0.047
H 4.22 0.46 -2.21  0.006
H 1.08 0.64 -2.50  0.001
H -2.74 -3.17 -2.44  0.000
H 0.99 -0.92 -0.16  0.039
H 1.59 1.94 2.40  0.017
H -3.02 -4.67 0.11  0.000
H 4.66 2.19 -0.78  0.018
H 2.41 -0.96 1.78  0.015
H -0.62 -1.83 0.95  0.000
H 0.44 0.68 0.02  0.009
H -3.86 -3.87 -3.16  0.000
H -1.21 -1.83 2.35  0.000

Output
Total charge: +4
HOMO level (alpha / beta) (Ha): -0.7550 / -0.7539
Spin multiplicity: 4
Gap between HOMO and LUMO (alpha / beta) (eV): 6.56 / 2.56
<S²>: 3.76
LUMO energy (alpha / beta) (eV): -14.0 / -17.9
Electronic energy (eV): -44011.359

No. 3
A gas-phase ion, CH2NOS3 (charge -1) in a non-equilibrium geometry, computed with ωB97M-V/def2-TZVPD.

Each line ends with the natural charge from an NBO analysis.
Positions of all 8 atoms, in Å:
S 2.92 -0.27 -0.01  -0.347
S 0.75 1.80 -0.01  0.090
S -1.32 -0.32 -0.01  -0.380
O 1.13 -2.11 -0.02  -0.567
N 1.28 -0.68 0.06  -0.218
C 0.26 0.15 -0.08  -0.152
H 0.10 -2.30 -0.22  0.477
H -0.49 2.13 0.18  0.097

Output
Total charge: -1
HOMO level (Ha): -0.1126
Gap between HOMO and LUMO (eV): 6.39
LUMO energy (eV): 3.3
Relative energy (zero: lowest compared OMol25 entry of this formula, charge and spin) (eV): 2.4709
Electronic energy (eV): -37112.311

No. 4
2 unconnected molecules or ions with the total composition C3H11O in a non-equilibrium geometry, computed with ωB97M-V/def2-TZVPD.

Each line ends with the natural charge from an NBO analysis.
Positions of all 15 atoms, in Å:
O 1.19 2.13 -1.13  -0.815
C -0.47 -0.26 0.28  -0.395
C 0.85 -1.05 0.18  -0.633
C -1.73 -0.87 0.84  -0.611
H 0.53 1.38 -1.03  0.605
H -2.55 -0.17 0.73  0.229
H -0.72 0.04 -0.79  0.153
H -2.01 -1.82 0.30  0.229
H -1.63 -1.11 1.90  0.230
H -0.23 0.74 0.67  0.174
H 1.12 2.94 -1.67  0.597
H 1.73 -0.41 0.34  0.181
H 0.90 -1.88 0.91  0.249
H 2.07 1.91 -0.79  0.582
H 0.97 -1.56 -0.75  0.224

Output
Total charge: +1
HOMO level (Ha): -0.5592
Gap between HOMO and LUMO (eV): 10.24
LUMO energy (eV): -5.0
Relative energy (zero: lowest compared OMol25 entry of this formula, charge and spin) (eV): 0.4515
Electronic energy (eV): -5327.982

No. 5
2 unconnected molecules or ions with the total composition C6H9NO in a non-equilibrium geometry, computed with ωB97M-V/def2-TZVPD.

Each line ends with the natural charge from an NBO analysis.
Positions of all 17 atoms, in Å:
O -2.57 0.64 -3.17  -0.719
N 0.29 -0.56 0.57  -0.416
C 2.69 -0.51 0.78  -0.256
C 1.51 -0.29 0.14  0.009
C -3.23 1.82 -2.69  -0.228
C 1.32 -1.35 2.54  -0.282
C 0.21 -0.92 1.79  0.038
C 2.60 -1.21 2.05  -0.161
H -2.52 2.48 -2.58  0.157
H 1.64 0.31 -0.76  0.186
H 3.65 -0.11 0.43  0.225
H -3.88 2.01 -3.41  0.177
H 3.69 -1.38 2.59  0.233
H -2.16 0.24 -2.23  0.461
H -3.55 1.72 -1.60  0.151
H 1.14 -1.62 3.59  0.225
H -0.84 -1.28 1.97  0.198

Output
Total charge: 0
HOMO level (Ha): -0.3584
Gap between HOMO and LUMO (eV): 10.48
LUMO energy (eV): 0.7
Relative energy (zero: lowest compared OMol25 entry of this formula, charge and spin) (eV): 3.1006
Electronic energy (eV): -9902.503

No. 6
A single C6H10N2O3S molecule in a non-equilibrium geometry, computed with ωB97M-V/def2-TZVPD.

Each line ends with the natural charge from an NBO analysis.
Positions of all 22 atoms, in Å:
S -1.99 0.16 -0.53  2.295
O 1.38 -1.12 -1.56  -0.731
O -2.80 1.33 -0.66  -0.918
O -2.36 -0.99 0.18  -0.917
N -1.73 -0.37 -2.09  -1.059
N -0.14 1.95 -0.81  -0.807
C -0.49 0.91 0.07  -0.099
C 0.55 -1.02 -0.43  0.083
C 0.72 -1.19 2.03  -0.218
C -0.35 0.99 1.45  -0.285
C -0.04 -0.05 2.32  -0.183
C 1.16 -1.55 0.73  -0.261
H 1.09 -1.66 2.93  0.215
H -1.35 -1.34 -2.12  0.404
H -0.56 1.79 -1.67  0.368
H 0.86 2.19 -0.78  0.391
H -0.08 0.18 3.43  0.214
H -1.11 0.22 -2.65  0.387
H 2.32 -0.84 -1.46  0.492
H -0.51 -1.26 -0.48  0.212
H -0.15 1.93 1.73  0.214
H 2.05 -2.01 0.69  0.202

Output
Total charge: 0
HOMO level (Ha): -0.3081
Gap between HOMO and LUMO (eV): 8.54
LUMO energy (eV): 0.2
Relative energy (zero: lowest compared OMol25 entry of this formula, charge and spin) (eV): 3.7478
Electronic energy (eV): -26337.594

No. 7
A molecular structure, C4H8O2, computed with ωB97M-V/def2-TZVPD.

Each line ends with the natural charge from an NBO analysis.
Positions of all 14 atoms, in Å:
O 1.69 -1.35 -0.49  -0.721
O -1.17 -1.42 -0.25  -0.783
C -0.87 -0.29 0.36  0.243
C 1.35 -0.01 -0.71  -0.058
C -0.96 1.14 -0.02  -0.459
C 0.39 0.49 0.36  -0.299
H 2.28 0.57 -0.68  0.189
H 0.83 0.81 1.30  0.232
H 0.85 -1.83 -0.51  0.491
H 0.91 0.14 -1.71  0.166
H -1.36 1.88 0.67  0.235
H -1.45 -1.11 1.15  0.446
H -1.18 1.32 -1.07  0.240
H -1.29 -0.35 1.68  0.079

Output
Total charge: 0
HOMO level (Ha): -0.3360
Gap between HOMO and LUMO (eV): 9.47
LUMO energy (eV): 0.3
Relative energy (zero: lowest compared OMol25 entry of this formula, charge and spin) (eV): 5.9846
Electronic energy (eV): -8367.297

No. 8
A molecular structure, C13H20N4O6RuS in a non-equilibrium geometry, computed with ωB97M-V/def2-TZVPD.

Each line ends with the Löwdin spin population.
Positions of all 45 atoms, in Å:
Ru -0.17 0.45 -0.38  0.989
S -1.71 3.55 -3.59  0.004
O 1.33 2.50 0.67  0.027
O 0.93 -0.12 1.62  -0.012
O 2.64 0.69 0.26  0.000
O -1.33 1.86 1.16  0.003
O 2.01 -1.53 0.07  -0.013
O -1.30 3.15 2.98  0.000
N -1.83 -3.02 1.46  0.006
N -1.89 -1.01 0.01  0.025
N -1.16 1.99 -1.67  0.009
N 3.82 -2.01 -1.11  0.000
C 2.56 1.89 0.98  0.001
C -0.74 2.62 1.89  0.001
C 0.52 -0.51 -2.08  -0.024
C 2.04 -0.72 -2.19  -0.003
C -2.79 -3.16 2.55  0.001
C -2.96 2.55 -2.99  -0.001
C 1.57 -0.17 0.56  -0.043
C -2.49 1.79 -1.97  0.001
C -0.98 -4.15 1.10  0.001
C 0.67 3.12 1.74  0.002
C -0.63 2.88 -2.46  0.008
C 2.60 -1.53 -1.08  -0.001
C -1.86 -1.96 0.69  0.018
H 2.62 1.69 2.05  0.000
H 2.57 0.23 -2.15  0.000
H -1.52 -4.89 0.51  0.000
H -0.13 -3.78 0.53  0.000
H 0.05 -1.50 -2.07  -0.002
H -2.21 2.82 3.05  0.000
H 0.20 0.05 -2.96  -0.001
H 4.21 -2.28 -2.00  0.000
H 2.34 -1.20 -3.13  -0.001
H -3.63 -3.80 2.27  0.000
H -2.28 -3.60 3.41  0.000
H 0.63 4.20 1.59  0.000
H 3.40 2.49 0.64  0.000
H -3.17 -2.18 2.83  0.000
H -0.62 -4.61 2.01  0.000
H -3.06 1.08 -1.39  0.000
H 0.40 3.19 -2.40  0.001
H -3.95 2.58 -3.41  0.000
H 1.17 2.94 2.70  0.000
H 4.12 -2.57 -0.32  0.000

Output
Total charge: +1
HOMO level (alpha / beta) (Ha): -0.3513 / -0.3555
Spin multiplicity: 2
Gap between HOMO and LUMO (alpha / beta) (eV): 7.02 / 7.13
<S²>: 0.78
LUMO energy (alpha / beta) (eV): -2.5 / -2.5
Relative energy (zero: lowest compared OMol25 entry of this formula, charge and spin) (eV): 3.4241
Electronic energy (eV): -45459.255

Look up the electronic energy of the third one. -37112.311 eV

What is the electronic energy in the seventh record? -8367.297 eV

What is the electronic energy in the sixth record? -26337.594 eV

Please write out number 3 again, unchanged.
A gas-phase ion, CH2NOS3 (charge -1) in a non-equilibrium geometry, computed with ωB97M-V/def2-TZVPD.

Each line ends with the natural charge from an NBO analysis.
Positions of all 8 atoms, in Å:
S 2.92 -0.27 -0.01  -0.347
S 0.75 1.80 -0.01  0.090
S -1.32 -0.32 -0.01  -0.380
O 1.13 -2.11 -0.02  -0.567
N 1.28 -0.68 0.06  -0.218
C 0.26 0.15 -0.08  -0.152
H 0.10 -2.30 -0.22  0.477
H -0.49 2.13 0.18  0.097

Output
Total charge: -1
HOMO level (Ha): -0.1126
Gap between HOMO and LUMO (eV): 6.39
LUMO energy (eV): 3.3
Relative energy (zero: lowest compared OMol25 entry of this formula, charge and spin) (eV): 2.4709
Electronic energy (eV): -37112.311